This record from OMol25 describes a cluster of 10 separate species, C49H120N8O10 in total in a non-equilibrium geometry. The level of theory is ωB97M-V/def2-TZVPD.

Geometry (Å):
C: 3.048 7.090 3.597
C: 2.564 5.692 3.062
C: 2.438 4.750 4.279
C: 1.409 3.629 4.226
C: 0.021 4.207 3.730
C: 0.120 4.985 2.414
N: 1.299 5.872 2.399
O: 1.324 6.756 1.322
C: 0.015 3.985 1.242
C: -1.145 5.844 2.290
C: 3.564 5.103 2.011
H: 3.444 7.725 2.804
H: 3.820 6.927 4.349
H: 2.158 7.637 3.911
H: 3.360 4.170 4.307
H: 2.352 5.195 5.271
H: 1.099 3.247 5.199
H: 1.825 2.873 3.560
H: -0.406 4.874 4.480
H: -0.571 3.300 3.608
H: -0.173 4.473 0.286
H: 0.979 3.477 1.285
H: -0.707 3.169 1.275
H: -1.131 6.447 1.383
H: -2.116 5.349 2.302
H: -1.217 6.603 3.069
H: 4.593 4.939 2.331
H: 3.774 5.713 1.132
H: 3.216 4.195 1.519
H: 0.832 7.532 1.601
C: 5.692 -4.476 -3.204
C: 4.596 -5.237 -2.373
C: 5.169 -6.163 -1.331
C: 5.601 -5.492 -0.065
C: 4.486 -4.706 0.486
C: 3.918 -3.658 -0.462
N: 3.594 -4.334 -1.778
O: 2.995 -3.385 -2.628
C: 2.599 -3.333 0.230
C: 4.808 -2.393 -0.508
C: 3.800 -6.125 -3.271
H: 6.517 -5.154 -3.421
H: 6.022 -3.581 -2.676
H: 5.353 -4.023 -4.136
H: 4.593 -7.071 -1.154
H: 6.126 -6.558 -1.671
H: 6.452 -4.822 -0.184
H: 5.942 -6.218 0.674
H: 4.752 -4.213 1.422
H: 3.660 -5.364 0.758
H: 1.905 -4.165 0.109
H: 2.594 -3.180 1.309
H: 2.118 -2.474 -0.237
H: 5.885 -2.533 -0.599
H: 4.525 -1.675 -1.277
H: 4.692 -1.885 0.450
H: 3.536 -5.692 -4.236
H: 2.900 -6.546 -2.823
H: 4.432 -6.960 -3.576
H: 2.071 -3.644 -2.644
C: -5.847 -1.705 1.569
C: -5.570 -0.213 1.912
C: -6.925 0.369 2.312
C: -6.766 1.677 3.177
C: -5.794 1.500 4.404
C: -4.428 0.914 3.996
N: -4.666 -0.216 3.078
O: -3.519 -0.981 2.820
C: -3.652 2.139 3.318
C: -3.719 0.474 5.305
C: -4.923 0.508 0.679
H: -6.620 -1.885 0.822
H: -6.156 -2.360 2.384
H: -4.976 -2.233 1.183
H: -7.533 0.775 1.503
H: -7.548 -0.357 2.836
H: -7.739 1.913 3.609
H: -6.510 2.552 2.580
H: -6.367 0.897 5.109
H: -5.671 2.419 4.977
H: -4.272 2.796 2.708
H: -3.122 2.775 4.027
H: -2.838 1.818 2.668
H: -4.241 -0.406 5.681
H: -2.698 0.100 5.226
H: -3.806 1.290 6.022
H: -3.905 0.219 0.420
H: -4.884 1.570 0.923
H: -5.601 0.427 -0.170
H: -3.069 -0.377 2.225
C: 4.710 -1.520 -6.801
C: 3.587 -0.558 -6.283
C: 3.160 -0.853 -4.848
O: 2.283 0.163 -4.354
C: 1.758 -0.143 -3.082
N: 4.172 0.780 -6.428
H: 5.588 -1.695 -6.180
H: 5.098 -1.274 -7.790
H: 4.468 -2.582 -6.837
H: 2.696 -0.668 -6.901
H: 4.036 -1.004 -4.218
H: 2.693 -1.829 -4.977
H: 1.206 0.680 -2.630
H: 2.595 -0.354 -2.416
H: 1.044 -0.966 -3.072
H: 3.469 1.506 -6.454
H: 4.688 0.868 -7.291
C: 1.214 3.959 -3.162
C: 2.736 3.829 -3.238
C: 3.397 3.340 -1.934
O: 2.769 2.112 -1.541
C: 3.329 1.437 -0.364
N: 3.018 2.971 -4.348
H: 0.912 4.343 -2.188
H: 0.708 3.004 -3.306
H: 0.742 4.566 -3.936
H: 3.120 4.786 -3.592
H: 3.294 4.173 -1.238
H: 4.468 3.171 -2.037
H: 4.038 0.647 -0.611
H: 2.587 0.858 0.186
H: 3.853 2.155 0.267
H: 4.025 2.885 -4.348
H: 2.851 2.069 -3.926
C: -2.192 2.743 -3.182
C: -2.413 2.890 -4.707
C: -2.616 1.536 -5.460
O: -1.475 0.667 -5.244
C: -0.287 1.022 -5.976
N: -3.591 3.702 -4.948
H: -3.051 2.386 -2.614
H: -1.769 3.627 -2.706
H: -1.400 2.020 -2.987
H: -1.572 3.460 -5.104
H: -2.902 1.724 -6.495
H: -3.574 1.188 -5.073
H: -0.474 1.147 -7.042
H: 0.238 0.080 -5.815
H: 0.263 1.797 -5.442
H: -3.658 4.521 -4.361
H: -3.674 4.074 -5.883
C: -1.653 -5.099 6.957
C: -1.768 -3.545 6.766
C: -1.717 -3.102 5.283
O: -0.355 -3.409 4.760
C: -0.240 -3.184 3.394
N: -3.001 -3.076 7.382
H: -1.635 -5.314 8.025
H: -0.752 -5.464 6.464
H: -2.484 -5.681 6.560
H: -1.007 -3.058 7.376
H: -1.904 -2.038 5.143
H: -2.524 -3.510 4.676
H: 0.775 -3.479 3.128
H: -0.401 -2.124 3.198
H: -0.935 -3.712 2.740
H: -3.784 -3.339 6.802
H: -2.939 -2.072 7.285
C: -5.774 -3.987 -1.503
C: -4.682 -4.336 -2.542
C: -3.349 -3.471 -2.454
O: -3.640 -2.042 -2.800
C: -3.012 -1.120 -1.971
N: -4.368 -5.713 -2.309
H: -6.055 -2.966 -1.760
H: -5.409 -4.018 -0.477
H: -6.720 -4.500 -1.673
H: -5.244 -4.263 -3.473
H: -2.638 -3.788 -3.217
H: -2.832 -3.591 -1.502
H: -3.326 -0.099 -2.189
H: -1.951 -1.147 -2.222
H: -3.207 -1.392 -0.934
H: -3.554 -5.825 -1.723
H: -5.144 -6.116 -1.803
C: -0.308 0.534 0.048
O: -1.083 0.502 1.212
H: -0.943 0.189 -0.768
H: -0.066 1.581 -0.133
H: 0.616 -0.043 0.050
H: -0.409 0.546 1.894
C: 2.079 -0.265 2.510
O: 1.072 0.647 2.875
H: 2.960 0.377 2.493
H: 2.264 -1.051 3.243
H: 1.962 -0.758 1.545
H: 1.159 0.779 3.822

Its SMILES is CC1(C)CCCC(C)(C)N1O.CC1(C)CCCC(C)(C)N1O.CC1(C)CCCC(C)(C)N1O.COC[C@H](C)N.COC[C@H](C)N.COC[C@H](C)N.COC[C@H](C)N.COC[C@H](C)N.CO.CO. For the largest force on an atom, the calculation gives 3.0 eV/Å. The calculation puts the frontier orbital gap at 8.386 eV. As for the net charge: 0. As for the total energy: -85144.0774 eV. The value obtained for the highest occupied orbital energy is -8.09 eV.

=====

This record from OMol25 describes a structure of composition C3H4Br2O2 in a non-equilibrium geometry. The level of theory is ωB97M-V/def2-TZVPD.

Geometry (Å):
C: 0.008 -0.584 -0.399
C: -1.214 -1.345 -0.884
C: 1.023 1.478 1.096
O: 1.085 -1.055 -0.377
O: -0.323 0.565 0.079
Br: 0.177 2.793 2.083
Br: 2.107 2.158 -0.243
H: -1.224 -2.106 -0.164
H: -2.040 -0.734 -0.844
H: -1.042 -1.622 -1.862
H: 1.443 0.453 1.516

As for the energy relative to the best compared isomer or geometry (same formula, charge and spin): 30.36 kcal per mole. For the largest force on an atom, the calculation gives 4.7 eV/Å. The calculation puts the frontier orbital gap at 9.591 eV. As for the net charge: 0. As for the total energy: -147353.6005 eV. The value obtained for the highest occupied orbital energy is -9.88 eV.

=====

This record from OMol25 describes a structure of composition C4H11N2S in a non-equilibrium geometry. The level of theory is ωB97M-V/def2-TZVPD.

Geometry (Å):
C: -1.512 -2.282 1.941
C: -1.198 -1.044 1.582
C: 0.719 1.742 -0.413
C: 0.326 0.267 -0.384
N: -0.810 -0.030 -0.986
N: 1.699 -0.589 -1.408
S: 0.564 -0.779 1.117
H: -2.479 -2.549 2.321
H: -0.803 -3.012 1.969
H: -1.986 -0.241 1.504
H: 1.779 1.768 -0.119
H: 0.732 1.947 -1.504
H: 0.163 2.467 0.322
H: -1.351 0.614 -1.524
H: -1.258 -0.927 -0.784
H: 1.476 -0.749 -2.496
H: 2.021 -1.480 -1.030
H: 2.498 0.176 -1.461

The expectation value of S² is 2.0090. As for the energy relative to the best compared isomer or geometry (same formula, charge and spin): 61.94 kcal per mole. Its multiplicity is 3. For the largest force on an atom, the calculation gives 10.1 eV/Å. The calculation puts the frontier orbital gap (spin up / spin down) at 5.800 / 7.963 eV. As for the net charge: +1. As for the total energy: -18129.2257 eV. The value obtained for the highest occupied orbital energy (spin up / spin down) is -9.06 / -14.14 eV.

=====

This record from OMol25 describes a cluster of 2 separate species, C3H7O2 in total in a non-equilibrium geometry. The level of theory is ωB97M-V/def2-TZVPD.

Geometry (Å):
C: -1.352 0.400 0.067
C: -0.800 -0.896 -0.516
H: -2.253 0.167 0.649
H: -1.689 1.091 -0.717
H: -0.563 0.929 0.584
H: -1.394 -1.388 -1.289
H: 0.211 -0.697 -0.860
H: -0.669 -1.650 0.271
O: 1.616 1.109 -0.520
C: 2.117 0.506 0.461
O: 1.539 -0.123 1.371
H: 3.237 0.552 0.501

As for the energy relative to the best compared isomer or geometry (same formula, charge and spin): 6.32 kcal per mole. For the largest force on an atom, the calculation gives 1.2 eV/Å. The calculation puts the frontier orbital gap at 8.508 eV. As for the net charge: -1. As for the total energy: -7320.6776 eV. The value obtained for the highest occupied orbital energy is -3.96 eV.

=====

This record from OMol25 describes a structure of composition C14H18CuN2O6S in a non-equilibrium geometry. The level of theory is ωB97M-V/def2-TZVPD.

Geometry (Å):
O: 3.218 -2.597 1.754
C: 3.587 -1.717 1.027
O: 4.846 -1.665 0.456
C: 4.784 -0.815 -0.593
O: 5.553 -0.732 -1.505
C: 3.512 0.002 -0.451
C: 3.194 1.187 -1.291
O: 4.029 1.281 -2.397
O: 3.546 2.342 -3.212
C: 2.791 -0.548 0.521
C: 1.469 -0.316 1.178
C: 0.811 1.050 0.975
C: -0.193 1.412 2.089
C: -1.693 1.306 1.819
C: -2.255 -0.096 1.535
C: -3.659 -0.053 0.944
C: -3.740 0.695 -0.410
S: -4.592 -0.290 -1.674
C: -3.642 -1.637 -1.865
N: -3.925 -2.712 -2.571
N: -2.929 -3.546 -2.389
C: -2.081 -3.001 -1.607
O: -2.467 -1.767 -1.254
H: 3.343 2.073 -0.672
H: 2.122 1.265 -1.655
H: 3.420 3.118 -2.641
H: 0.766 -1.099 0.906
H: 1.664 -0.451 2.235
H: 1.550 1.838 0.948
H: 0.340 1.034 -0.014
H: 0.041 0.850 2.983
H: -0.003 2.455 2.293
H: -2.172 1.608 2.741
H: -1.995 2.026 1.063
H: -2.374 -0.568 2.503
H: -1.592 -0.737 0.964
H: -4.046 -1.053 0.783
H: -4.327 0.406 1.655
H: -2.775 1.051 -0.748
H: -4.375 1.565 -0.317
H: -1.174 -3.432 -1.238
Cu: 1.424 0.266 -2.867

The expectation value of S² is 0.7737. Its multiplicity is 2. For the largest force on an atom, the calculation gives 2.4 eV/Å. The calculation puts the frontier orbital gap (spin up / spin down) at 6.822 / 5.220 eV. As for the net charge: +2. As for the total energy: -85525.1864 eV. The value obtained for the highest occupied orbital energy (spin up / spin down) is -16.08 / -16.08 eV.

=====

This record from OMol25 describes the ion C19H21N4O2 with charge +1. The level of theory is ωB97M-V/def2-TZVPD.

Geometry (Å):
O: -2.904 -1.235 5.374
C: -2.828 -0.549 4.214
C: -3.883 0.213 3.718
C: -3.752 0.886 2.520
C: -2.568 0.811 1.791
C: -1.505 0.072 2.301
C: -1.635 -0.605 3.495
H: -0.818 -1.179 3.901
H: -0.569 0.048 1.771
N: -2.488 1.520 0.586
C: -1.721 1.311 -0.491
N: -1.856 2.165 -1.494
C: -1.119 1.998 -2.590
C: -1.242 2.907 -3.665
C: -0.489 2.740 -4.791
C: 0.420 1.670 -4.909
C: 0.569 0.766 -3.896
C: -0.194 0.905 -2.717
C: -0.174 0.070 -1.593
N: -0.879 0.241 -0.521
N: 0.695 -1.139 -1.589
H: 1.665 -0.861 -1.864
H: 0.323 -1.808 -2.269
C: 0.899 -1.758 -0.256
H: -0.022 -1.706 0.323
H: 1.201 -2.797 -0.398
C: 2.039 -0.958 0.401
C: 2.712 -1.683 1.573
H: 2.401 -1.281 2.533
H: 2.473 -2.747 1.548
C: 4.202 -1.462 1.299
H: 4.827 -2.253 1.702
C: 4.235 -1.414 -0.224
H: 5.070 -0.843 -0.629
H: 4.244 -2.424 -0.653
O: 3.034 -0.742 -0.599
H: 4.526 -0.506 1.709
H: 1.661 0.028 0.696
H: 1.274 -0.047 -4.000
H: 1.002 1.570 -5.812
H: -0.582 3.436 -5.611
H: -1.939 3.721 -3.557
H: -3.153 2.274 0.465
H: -4.576 1.474 2.145
H: -4.808 0.279 4.272
H: -3.765 -1.108 5.793

Its SMILES is Oc1ccc(Nc2nc([NH2+]C[C@H]3CCCO3)c3ccccc3n2)cc1. As for the energy relative to the best compared isomer or geometry (same formula, charge and spin): 10.19 kcal per mole. For the largest force on an atom, the calculation gives 0.9 eV/Å. The calculation puts the frontier orbital gap at 6.900 eV. As for the net charge: +1. As for the total energy: -30093.7703 eV. The value obtained for the highest occupied orbital energy is -10.30 eV.

=====

This record from OMol25 describes a cluster of 2 separate species, C14H19F2N3O5 in total in a non-equilibrium geometry. The level of theory is ωB97M-V/def2-TZVPD.

Geometry (Å):
C: -0.767 -1.664 -0.961
C: 0.858 -1.683 -1.072
C: 1.521 -0.280 -0.588
N: 2.533 -0.635 0.476
C: 2.664 0.452 1.463
C: 2.286 0.284 2.829
C: 1.711 -1.136 3.286
N: 0.218 -1.141 3.042
C: 2.423 1.548 3.817
O: 2.857 1.456 4.982
C: 1.988 2.950 3.150
F: 1.252 3.929 3.873
C: 2.359 3.121 1.788
C: 1.938 4.444 1.016
N: 0.751 4.071 0.153
C: 3.191 1.930 1.089
O: 4.176 2.147 0.358
H: -1.015 -1.002 -0.072
H: -1.070 -2.737 -0.713
H: -1.230 -1.297 -1.944
H: 1.220 -2.002 -2.107
H: 1.186 -2.528 -0.359
H: 2.049 0.173 -1.499
H: 0.690 0.396 -0.193
H: 3.442 -0.876 0.063
H: 1.879 -1.310 4.400
H: 2.187 -1.962 2.644
H: -0.027 -0.141 2.961
H: 0.000 -1.578 2.137
H: 2.772 4.939 0.426
H: 1.560 5.202 1.778
H: 0.228 4.927 -0.106
H: 0.132 3.469 0.727
C: -4.171 -3.229 -3.698
C: -5.168 -2.390 -4.434
O: -5.464 -1.360 -3.514
C: -4.337 -1.207 -2.762
O: -4.116 -0.261 -2.069
O: -3.490 -2.266 -2.905
F: -6.303 -3.087 -4.682
H: -4.643 -3.968 -3.045
H: -3.482 -3.743 -4.369
H: -4.790 -1.955 -5.364

Its SMILES is CCCNC1=C(CN)C(=O)C(F)=C(CN)C1=O.O=C1OC[C@@H](F)O1. As for the energy relative to the best compared isomer or geometry (same formula, charge and spin): 145.25 kcal per mole. For the largest force on an atom, the calculation gives 4.1 eV/Å. The calculation puts the frontier orbital gap at 8.291 eV. As for the net charge: 0. As for the total energy: -34964.0998 eV. The value obtained for the highest occupied orbital energy is -9.29 eV.

=====

This record from OMol25 describes a structure of composition C24H31BaN3OSi2 in a non-equilibrium geometry. The level of theory is ωB97M-V/def2-TZVPD.

Geometry (Å):
Ba: 0.201 0.034 0.073
C: 4.708 4.680 -0.533
C: 4.449 3.317 -0.407
C: 3.169 2.765 -0.180
C: 2.172 3.750 -0.149
C: 2.370 5.129 -0.282
C: 3.658 5.599 -0.463
N: 0.831 3.266 0.055
N: -0.034 3.924 -0.532
C: -1.417 3.571 -0.291
C: -2.216 4.718 -0.279
C: -3.578 4.612 -0.039
C: -4.120 3.343 0.138
C: -3.292 2.225 0.067
C: -1.901 2.260 -0.145
H: 5.726 5.037 -0.679
H: 5.309 2.647 -0.474
H: 2.876 0.682 0.011
H: 1.531 5.814 -0.232
H: 3.845 6.666 -0.544
H: -1.754 5.684 -0.451
H: -4.203 5.498 -0.008
H: -5.186 3.224 0.312
H: -3.783 1.262 0.176
C: -4.172 -3.844 -1.968
Si: -3.070 -2.356 -1.485
C: -4.214 -0.868 -1.635
C: -1.835 -2.249 -2.918
C: -2.185 -2.477 0.095
C: -1.016 -3.368 0.018
C: -1.116 -4.784 -0.038
C: 0.006 -5.579 -0.103
C: 1.264 -4.979 -0.114
C: 1.308 -3.600 -0.060
N: 0.221 -2.830 0.004
Si: -3.031 -2.561 1.697
C: -4.205 -1.122 2.043
C: -4.105 -4.108 2.040
C: -1.769 -2.596 3.110
H: -4.641 -3.691 -2.946
H: -4.971 -3.993 -1.232
H: -3.590 -4.769 -2.018
H: -4.631 -0.831 -2.647
H: -3.678 0.064 -1.451
H: -5.056 -0.919 -0.938
H: -2.350 -2.211 -3.882
H: -1.173 -3.120 -2.923
H: -1.205 -1.358 -2.844
H: -2.103 -5.231 -0.032
H: -0.093 -6.659 -0.146
H: 2.177 -5.558 -0.165
H: 2.254 -3.066 -0.069
H: -5.040 -1.080 1.338
H: -3.685 -0.165 2.000
H: -4.629 -1.236 3.047
H: -4.917 -4.196 1.311
H: -4.549 -4.066 3.040
H: -3.505 -5.022 1.983
H: -1.141 -1.701 3.112
H: -1.105 -3.461 3.013
H: -2.267 -2.661 4.082
O: 2.428 -0.178 0.038

As for the energy relative to the best compared isomer or geometry (same formula, charge and spin): 4.25 kcal per mole. For the largest force on an atom, the calculation gives 1.0 eV/Å. The calculation puts the frontier orbital gap at 5.358 eV. As for the net charge: -2. As for the total energy: -48357.3435 eV. The value obtained for the highest occupied orbital energy is -1.00 eV.